[1]
The following is a DFT calculation (wB97M-V/def2-TZVPD) of C39H39BrN9O2SV as an isolated structure.

Properties
- HOMO energy (alpha / beta): -2.8 / -3.5 eV
- Total charge: -1
- Energy above the lowest of the compared OMol25 structures with the same formula, charge and spin: 369.8 kJ/mol
- Multiplicity: 4

Last column: Mulliken spin population.
Atoms and positions in Å:
V (-0.033, 1.122, 0.319)  1.10
C (0.658, 3.796, 0.944)  -0.08
C (1.485, 2.642, 1.019)  0.14
C (1.227, 2.017, 2.281)  -0.05
C (0.290, 2.814, 2.968)  0.02
C (-0.066, 3.898, 2.143)  0.01
C (-1.061, 4.984, 2.430)  0.00
C (-0.164, 2.548, 4.372)  0.00
C (2.072, 0.966, 2.942)  0.01
C (2.686, 2.322, 0.155)  0.00
C (0.590, 4.814, -0.158)  -0.01
H (-1.823, 5.019, 1.646)  0.00
H (-0.580, 5.967, 2.467)  0.00
H (-1.560, 4.831, 3.389)  0.00
H (-0.432, 1.497, 4.507)  0.00
H (-1.027, 3.159, 4.642)  0.00
H (0.636, 2.773, 5.086)  0.00
H (2.659, 1.403, 3.758)  0.00
H (2.769, 0.508, 2.241)  0.00
H (1.459, 0.167, 3.370)  0.00
H (2.734, 1.271, -0.148)  -0.01
H (3.613, 2.536, 0.698)  0.00
H (2.709, 2.933, -0.749)  0.00
H (-0.339, 4.722, -0.733)  0.00
H (1.433, 4.734, -0.848)  0.00
H (0.607, 5.822, 0.264)  0.00
Br (7.038, 0.038, -5.380)  0.00
C (6.420, -1.428, -4.323)  0.10
C (6.186, -1.245, -2.968)  -0.05
C (5.688, -2.290, -2.218)  0.12
C (5.399, -3.545, -2.808)  -0.04
C (5.729, -3.712, -4.171)  0.09
C (6.207, -2.660, -4.925)  -0.04
N (4.841, -4.609, -2.155)  0.32
N (4.175, -4.481, -1.032)  0.28
C (3.267, -3.528, -0.736)  -0.02
C (3.007, -3.281, 0.624)  0.10
C (2.198, -2.241, 1.043)  -0.03
C (1.587, -1.358, 0.152)  0.07
O (0.840, -0.339, 0.605)  0.13
C (1.744, -1.622, -1.243)  0.03
N (1.145, -0.773, -2.114)  0.06
C (1.152, -1.078, -3.393)  -0.02
C (1.682, -2.264, -3.903)  0.04
C (2.353, -3.100, -3.039)  0.00
C (2.483, -2.760, -1.688)  0.02
H (6.383, -0.283, -2.511)  0.00
H (5.514, -2.149, -1.159)  0.01
H (5.553, -4.682, -4.618)  0.01
H (6.406, -2.785, -5.982)  0.00
H (3.517, -3.899, 1.351)  0.01
H (2.049, -2.064, 2.103)  0.00
H (0.700, -0.351, -4.067)  0.00
H (1.582, -2.503, -4.954)  0.00
H (2.765, -4.033, -3.395)  0.00
N (-2.491, 1.734, -4.255)  0.00
N (-1.529, 1.813, -3.277)  0.02
N (-0.391, 2.432, -3.474)  -0.01
C (0.174, 2.302, -2.293)  0.06
N (-0.613, 1.643, -1.429)  -0.02
N (-1.705, 1.323, -2.085)  0.05
H (-2.023, 1.812, -5.148)  0.00
H (-2.972, 0.848, -4.170)  0.00
H (1.155, 2.687, -2.083)  0.00
N (-8.198, -5.586, 2.345)  0.00
C (-7.323, -4.871, 2.130)  0.00
C (-6.251, -3.968, 1.869)  0.00
C (-5.133, -4.366, 1.132)  0.00
C (-4.102, -3.479, 0.909)  0.00
C (-4.141, -2.168, 1.397)  0.02
C (-5.277, -1.776, 2.099)  0.00
C (-6.314, -2.659, 2.344)  0.00
C (-2.924, -1.311, 1.149)  0.03
C (-1.592, 0.637, 0.869)  0.07
H (-5.087, -5.376, 0.747)  0.00
H (-3.239, -3.800, 0.338)  0.00
H (-5.365, -0.766, 2.466)  0.00
H (-7.183, -2.342, 2.906)  0.00
O (-2.750, 3.342, 0.224)  0.02
S (-3.848, 2.740, 1.017)  0.00
C (-4.008, 0.969, 0.533)  0.01
C (-2.939, 0.221, 1.349)  0.48
C (-3.125, 0.752, 2.782)  -0.03
C (-3.139, 2.276, 2.663)  0.03
H (-3.819, 0.924, -0.535)  0.00
H (-5.030, 0.659, 0.768)  0.00
H (-2.108, -1.694, 1.771)  -0.02
H (-2.600, -1.476, 0.118)  -0.02
H (-2.306, 0.403, 3.413)  0.00
H (-4.064, 0.426, 3.232)  0.00
H (-2.135, 2.700, 2.653)  0.00
H (-3.755, 2.751, 3.427)  0.00

---

[2]
The following is a DFT calculation (wB97M-V/def2-TZVPD) of C39H39BrN9O6S2Y as an isolated structure.

Properties
- HOMO energy: -4.7 eV
- Total charge: 0
- Energy above the lowest of the compared OMol25 structures with the same formula, charge and spin: 304.9 kJ/mol

Last column: Löwdin charge in e.
Atoms and positions in Å:
Y (0.689, 0.192, -0.935)  1.48
N (-1.233, -0.089, 4.766)  0.10
C (-1.217, -0.704, 3.495)  -0.25
N (-0.503, 0.088, 2.495)  0.17
C (-0.555, 1.493, 2.458)  -0.24
N (-0.157, 2.295, 1.526)  0.07
N (0.229, 1.967, 0.303)  -0.18
C (0.547, 3.064, -0.446)  -0.17
C (0.579, 3.008, -1.838)  -0.32
C (0.777, 4.177, -2.621)  -0.05
C (0.671, 4.120, -3.977)  -0.10
C (0.403, 2.881, -4.584)  -0.11
C (0.270, 1.772, -3.784)  -0.17
N (0.340, 1.792, -2.451)  -0.08
C (-1.138, 2.074, 3.653)  -0.10
C (-1.356, 3.456, 3.710)  -0.03
C (-1.826, 4.055, 4.859)  -0.10
C (-2.093, 3.282, 5.980)  -0.10
C (-1.895, 1.913, 5.944)  -0.04
C (-1.433, 1.298, 4.790)  -0.20
H (-1.706, -0.616, 5.486)  0.14
H (-2.204, -1.042, 3.129)  0.17
H (0.671, 4.010, 0.074)  0.11
H (0.976, 5.104, -2.106)  0.11
H (0.803, 5.002, -4.586)  0.10
H (0.331, 2.799, -5.655)  0.08
H (0.079, 0.798, -4.226)  0.10
H (-1.128, 4.031, 2.825)  0.11
H (-1.999, 5.121, 4.881)  0.10
H (-2.458, 3.742, 6.886)  0.10
H (-2.088, 1.313, 6.821)  0.10
O (-5.135, -0.904, -4.783)  -0.05
C (-5.218, 0.007, -3.717)  -0.21
C (-3.974, -0.062, -2.880)  -0.16
C (-3.753, 0.857, -1.849)  0.02
C (-2.564, 0.800, -1.154)  -0.09
N (-1.601, -0.089, -1.408)  -0.01
C (-1.831, -1.017, -2.363)  -0.23
C (-3.007, -1.020, -3.114)  0.06
C (-0.780, -2.016, -2.593)  -0.26
C (-1.105, -3.307, -3.010)  0.00
C (-0.114, -4.261, -3.152)  -0.15
C (-0.425, -5.698, -3.485)  -0.21
O (-1.778, -5.973, -3.704)  -0.05
C (1.206, -3.854, -2.936)  0.01
C (1.455, -2.555, -2.542)  -0.11
N (0.498, -1.644, -2.347)  -0.03
H (-5.922, -0.827, -5.331)  0.10
H (-6.087, -0.215, -3.077)  0.14
H (-5.327, 1.037, -4.089)  0.14
H (-4.493, 1.607, -1.610)  0.12
H (-2.361, 1.510, -0.359)  0.12
H (-3.156, -1.742, -3.900)  0.12
H (-2.139, -3.574, -3.150)  0.09
H (-0.026, -6.327, -2.671)  0.14
H (0.091, -5.982, -4.408)  0.14
H (-2.281, -5.743, -2.912)  0.07
H (2.022, -4.548, -3.066)  0.12
H (2.472, -2.208, -2.377)  0.12
C (-3.720, -3.742, 2.413)  -0.13
O (-2.516, -3.115, 2.010)  -0.28
C (-2.160, -3.184, 0.707)  -1.25
S (-3.115, -3.883, -0.435)  0.68
S (-0.624, -2.526, 0.425)  0.77
H (-3.930, -3.379, 3.418)  0.09
H (-3.596, -4.828, 2.422)  0.09
H (-4.532, -3.490, 1.727)  0.06
N (-0.176, -1.738, 3.335)  0.16
C (0.331, -0.951, 2.292)  -0.44
H (-0.483, -2.684, 3.130)  0.11
C (3.731, -1.578, 1.189)  -0.01
C (2.647, -1.516, 2.256)  -0.53
C (3.030, -0.533, 3.358)  0.01
C (2.376, -2.924, 2.781)  -0.02
O (1.448, -0.965, 1.589)  -0.07
H (4.681, -1.819, 1.654)  0.10
H (3.809, -0.626, 0.675)  0.06
H (3.490, -2.348, 0.462)  0.09
H (3.966, -0.834, 3.820)  0.10
H (2.263, -0.493, 4.129)  0.09
H (3.162, 0.460, 2.931)  0.09
H (3.317, -3.450, 2.907)  0.10
H (1.775, -3.470, 2.057)  0.08
H (1.855, -2.906, 3.733)  0.08
Br (6.108, 5.881, -2.131)  0.72
C (5.206, 4.555, -1.110)  -0.66
C (5.114, 4.701, 0.267)  -0.19
N (4.474, 3.830, 1.023)  0.08
C (3.905, 2.791, 0.445)  -0.09
C (3.952, 2.544, -0.927)  -0.10
C (4.620, 3.462, -1.729)  -0.04
C (3.200, 1.362, -1.486)  -0.61
O (3.036, 1.199, -2.691)  0.06
O (2.710, 0.570, -0.602)  -0.22
H (5.568, 5.535, 0.783)  0.10
H (3.372, 2.112, 1.094)  0.10
H (4.662, 3.330, -2.799)  0.12

---

[3]
The following is a DFT calculation (wB97M-V/def2-TZVPD) of C39H39BrNO3PdS2Si as an isolated structure.

Properties
- HOMO energy (alpha / beta): -10.7 / -10.6 eV
- Total charge: +1

Last column: Löwdin charge in e.
Atoms and positions in Å:
Pd (0.609, 0.743, 0.373)  0.49
C (2.423, -5.591, -3.330)  -0.03
C (1.637, -5.648, -2.010)  -0.56
C (0.550, -6.715, -2.135)  -0.06
C (2.584, -6.039, -0.863)  -0.03
C (1.065, -4.274, -1.712)  -0.12
C (1.948, -3.177, -1.634)  -0.07
C (1.454, -1.946, -1.332)  -0.53
Br (2.660, -0.496, -1.178)  0.90
C (0.063, -1.715, -1.100)  -0.39
O (-0.376, -0.526, -0.885)  -0.16
C (-0.845, -2.823, -1.186)  -0.05
C (-0.302, -4.057, -1.495)  0.05
C (-2.350, -2.627, -1.030)  -0.53
C (-2.858, -1.667, -2.123)  -0.03
C (-2.682, -2.063, 0.361)  -0.04
C (-3.107, -3.947, -1.191)  -0.06
H (2.803, -6.584, -3.570)  0.09
H (3.278, -4.917, -3.270)  0.08
H (1.786, -5.263, -4.153)  0.10
H (1.017, -7.671, -2.370)  0.09
H (-0.155, -6.488, -2.937)  0.09
H (-0.006, -6.843, -1.205)  0.09
H (3.035, -7.009, -1.076)  0.09
H (2.044, -6.114, 0.082)  0.09
H (3.391, -5.317, -0.738)  0.08
H (3.009, -3.308, -1.784)  0.11
H (-0.968, -4.900, -1.580)  0.09
H (-2.404, -0.683, -2.046)  0.07
H (-3.939, -1.556, -2.026)  0.09
H (-2.652, -2.069, -3.118)  0.10
H (-2.209, -1.099, 0.537)  0.04
H (-2.358, -2.746, 1.147)  0.09
H (-3.763, -1.938, 0.444)  0.09
H (-2.953, -4.394, -2.175)  0.09
H (-4.173, -3.752, -1.085)  0.09
H (-2.828, -4.675, -0.426)  0.09
O (2.286, 2.570, 5.464)  -0.25
S (1.238, 2.697, 4.504)  0.66
O (1.045, 3.936, 3.811)  -0.27
N (1.410, 1.487, 3.341)  -0.07
C (0.422, 0.664, 3.396)  -0.73
S (0.277, -0.657, 2.262)  0.72
C (-0.609, 0.942, 4.433)  -0.23
C (-1.768, 0.243, 4.715)  -0.02
C (-2.591, 0.728, 5.725)  -0.05
C (-2.259, 1.882, 6.428)  -0.05
C (-1.090, 2.584, 6.145)  -0.02
C (-0.289, 2.085, 5.141)  -0.22
H (-2.019, -0.650, 4.158)  0.11
H (-3.502, 0.199, 5.974)  0.11
H (-2.915, 2.236, 7.212)  0.11
H (-0.823, 3.477, 6.693)  0.13
C (-2.558, 4.057, 2.557)  -0.05
C (-1.499, 4.904, 2.263)  -0.06
C (-0.552, 4.530, 1.324)  -0.08
C (-0.698, 3.326, 0.622)  -0.28
C (-1.792, 2.488, 0.911)  -0.11
C (-2.704, 2.846, 1.893)  -0.06
Si (0.555, 2.909, -0.639)  0.77
C (-0.019, 2.698, -2.351)  -0.27
C (-1.362, 2.952, -2.670)  -0.07
C (-1.803, 2.822, -3.977)  -0.06
C (-0.917, 2.424, -4.968)  -0.05
C (0.411, 2.149, -4.664)  -0.06
C (0.860, 2.282, -3.362)  -0.10
C (2.278, 3.439, -0.400)  -0.28
C (2.972, 4.137, -1.403)  -0.08
C (4.266, 4.572, -1.178)  -0.06
C (4.892, 4.298, 0.033)  -0.05
C (4.225, 3.603, 1.031)  -0.05
C (2.918, 3.191, 0.825)  -0.09
H (-3.277, 4.344, 3.313)  0.12
H (-1.390, 5.840, 2.792)  0.12
H (0.304, 5.170, 1.148)  0.12
H (-1.952, 1.573, 0.349)  0.09
H (-3.533, 2.193, 2.124)  0.11
H (-2.054, 3.264, -1.897)  0.10
H (-2.835, 3.032, -4.224)  0.11
H (-1.264, 2.324, -5.989)  0.11
H (1.091, 1.831, -5.444)  0.11
H (1.892, 2.054, -3.126)  0.09
H (2.497, 4.346, -2.353)  0.10
H (4.790, 5.128, -1.945)  0.11
H (5.905, 4.639, 0.201)  0.11
H (4.710, 3.401, 1.977)  0.12
H (2.399, 2.698, 1.643)  0.06

---

Number 1: calculated total energy -165141.26163 eV. Number 2: calculated total energy -159528.63125 eV. Number 3: calculated total energy -151771.87307 eV.